# C5H4O

One molecule with the formula C5H4O in a non-equilibrium geometry (the ωB97M-V functional and the def2-TZVPD basis, the Open Molecules 2025 dataset).

Multiplicity   1
Relative energy (zero: lowest compared OMol25 entry of this formula, charge and spin)   78.9 kcal per mole
Maximum force   3.86 eV Å⁻¹
E_LUMO   -1.00 eV
Highest occupied orbital energy   -8.54 eV
HOMO-LUMO gap   7.541 eV

Bonds (Å) are listed after each position.
Geometry (Å):
1 C 1.69 -0.41 0.02  C2 1.371, C3 1.398, H7 1.074
2 C 1.18 0.86 -0.01  C1 1.371, O6 1.308, H8 1.079
3 C 0.70 -1.40 -0.02  C1 1.398, C4 1.718
4 C -0.67 -0.37 -0.03  C3 1.718, C5 1.391, O6 1.410
5 C -2.06 -0.29 -0.01  C4 1.391, H9 1.072, H10 1.073
6 O -0.12 0.93 -0.05  C2 1.308, C4 1.410
7 H 2.74 -0.63 0.06  C1 1.074
8 H 1.72 1.80 0.00  C2 1.079
9 H -2.66 -1.18 0.01  C5 1.072
10 H -2.51 0.69 0.02  C5 1.073